a:
Computed, not measured: a single C2H7NO2 molecule, with ωB97M-V/def2-TZVPD.

The geometry in ORCA input format:
```
! wB97M-V def2-TZVPD RIJCOSX def2/J DEFGRID3
* xyz 0 1
C -0.406 1.027 0.787
C 0.433 -0.760 -0.260
N -0.033 0.391 -0.832
O 1.017 -1.276 -1.800
O -1.560 0.478 1.313
H 0.234 -1.465 -2.340
H -1.323 -0.162 1.998
H 0.760 0.938 -1.166
H -0.603 2.053 0.485
H 0.435 1.031 1.486
H 1.375 -0.776 0.288
H -0.328 -1.478 0.041
*
```

Results
Highest occupied orbital energy (eV): -9.121
SMILES: OCNCO

***

b:
Computed, not measured: a 2-piece molecular cluster, C2H7NO2 overall, with ωB97M-V/def2-TZVPD.

The geometry in ORCA input format:
```
! wB97M-V def2-TZVPD RIJCOSX def2/J DEFGRID3
* xyz 0 1
C -1.172 -1.442 0.340
C -1.158 0.020 -0.100
O -0.748 0.331 -1.283
H -2.070 0.570 0.218
H -1.845 -2.009 -0.308
H -1.494 -1.552 1.378
H -0.175 -1.875 0.257
N 2.277 1.374 -0.272
O 1.032 1.066 -0.142
H -0.165 0.515 0.538
H 2.528 2.354 -0.372
H 2.991 0.650 -0.254
*
```

Results
Highest occupied orbital energy (alpha / beta) (eV): -9.108 / -8.996

***

Of them, the most stable is a and the least stable is b.

***

a:
Computed, not measured: a 2-piece molecular cluster, C2H7NO2 overall, with ωB97M-V/def2-TZVPD.

The geometry in ORCA input format:
```
! wB97M-V def2-TZVPD RIJCOSX def2/J DEFGRID3
* xyz 0 1
C -0.116 -2.228 -0.490
C 1.228 -1.681 0.064
N 1.483 -2.045 1.449
O 2.037 -1.020 -0.527
H 0.078 -2.897 -1.320
H -0.689 -2.460 0.524
H -0.679 -1.385 -0.798
H 0.881 -1.915 2.260
H 2.494 -2.353 1.751
H -4.171 6.031 -1.071
H -3.715 4.956 -0.072
O -3.444 5.745 -0.581
*
```

Results
Highest occupied orbital energy (eV): -9.675
SMILES: CC(N)=O.O

***

b:
Computed, not measured: a 2-piece molecular cluster, C2H7NO2 overall, with ωB97M-V/def2-TZVPD.

The geometry in ORCA input format:
```
! wB97M-V def2-TZVPD RIJCOSX def2/J DEFGRID3
* xyz 0 1
O 1.746 -0.749 -0.400
C 2.329 -0.840 0.682
H 2.010 -0.537 1.764
H 3.444 -0.962 0.762
N -1.829 -0.412 -0.231
C -1.398 0.904 -0.517
O 0.004 1.075 0.005
H -1.476 -0.583 0.649
H -1.567 -0.997 -1.025
H -2.029 1.603 0.133
H -1.592 1.292 -1.529
H 0.357 0.206 -0.293
*
```

Results
Highest occupied orbital energy (eV): -9.205
SMILES: C=O.NCO

***

Of them, the most stable is a and the least stable is b.